{
  "formula": "C3H5N3S",
  "method": "ωB97M-V/def2-TZVPD",
  "symbols": ["C", "C", "C", "H", "H", "H", "H", "H", "N", "N", "N", "S"],
  "xyz": [[-2.45, -0.81, 0.19], [-0.49, 1.11, 0.30], [1.01, -0.81, -0.03], [-2.70, 0.11, 0.69], [-3.20, -1.54, -0.01], [0.22, 1.40, 1.11], [-1.88, 1.41, -1.02], [1.05, -1.90, -0.11], [-1.29, -1.17, -0.18], [-0.26, -0.30, -0.03], [-1.36, 1.83, -0.25], [2.40, 0.06, -0.01]],
  "lowdin_charge": [-0.025, -0.244, -0.662, 0.070, 0.067, 0.110, 0.062, 0.069, 0.014, -0.208, 0.122, 0.625],
  "relative_energy_kj_mol": 260.3,
  "max_force_ev_per_a": 1.943,
  "e_homo_ev": -8.89,
  "orbital_gap_ha": 0.326,
  "smiles": "[H]/N=C\\N(C=S)N=C",
  "spin_multiplicity": 1
}

{
  "formula": "C3H5N4O",
  "method": "ωB97M-V/def2-TZVPD",
  "symbols": ["C", "C", "C", "N", "N", "N", "N", "O", "H", "H", "H", "H", "H"],
  "xyz": [[1.58, -0.30, -0.83], [1.48, -0.49, 0.53], [-0.38, 0.39, -0.26], [-3.50, 0.85, 0.01], [-2.69, 1.43, 0.48], [0.20, -0.08, 0.88], [0.44, 0.24, -1.32], [2.14, -1.22, 1.40], [2.39, -0.52, -1.35], [-4.50, 0.84, -0.19], [-0.29, -0.18, 1.78], [0.30, 0.73, -2.19], [2.83, -1.70, 1.05]],
  "lowdin_charge": [-0.040, -0.338, -0.087, 0.186, 0.237, 0.122, 0.062, 0.158, 0.088, 0.185, 0.173, 0.160, 0.095],
  "relative_energy_kj_mol": 333.2,
  "max_force_ev_per_a": 4.052,
  "e_homo_ev": [-12.12, -12.04],
  "orbital_gap_ha": [0.249, 0.221],
  "charge": 1,
  "spin_multiplicity": 1
}

{
  "formula": "C3H5N4O2",
  "method": "ωB97M-V/def2-TZVPD",
  "symbols": ["C", "C", "C", "N", "N", "N", "N", "O", "O", "H", "H", "H", "H", "H"],
  "xyz": [[-1.58, 0.98, 1.57], [0.38, 1.11, 0.49], [1.32, -0.66, -1.98], [-1.43, -0.20, 1.10], [-0.27, -0.18, 0.35], [-0.51, 1.81, 1.16], [0.10, -1.52, 0.13], [-0.40, -2.44, 0.80], [1.05, -1.70, -0.69], [-2.33, 1.20, 2.29], [2.49, -0.56, -2.14], [0.79, 0.30, -1.61], [0.78, -0.96, -2.84], [-0.37, 2.81, 1.38]],
  "lowdin_charge": [-0.074, 0.030, 0.176, 0.122, -0.044, 0.082, -0.184, 0.231, 0.054, 0.140, 0.158, 0.066, 0.067, 0.174],
  "relative_energy_kj_mol": 770.3,
  "max_force_ev_per_a": 5.443,
  "e_homo_ev": -14.52,
  "orbital_gap_ha": 0.292,
  "charge": 1,
  "spin_multiplicity": 1
}